DFT (ωB97M-V/def2-TZVPD) results for a cluster of 2 separate species, C5H12N3 in total in a non-equilibrium geometry.

Computed properties:
LUMO level (eV): -3.3
Orbital gap (eV): 10.523
Energy above the lowest of the compared OMol25 structures with the same formula, charge and spin (kcal per mole): 66.69

```
! wB97M-V def2-TZVPD RIJCOSX def2/J DEFGRID3
* xyz 1 1
C -2.8441 1.0111 0.7197
C -2.4838 0.3427 -0.5582
C -0.7218 -1.3557 -0.4084
C 1.4628 -2.0144 0.4270
C 2.6680 1.6895 0.0285
N 0.5616 -1.0391 -0.2414
N -1.6807 -0.5621 -0.8103
N 1.8581 1.1872 -0.7938
H -2.5405 2.0590 0.6006
H -3.9286 1.0541 0.5712
H -3.1013 0.7947 -1.4077
H -0.7905 -2.4169 -0.2242
H 1.6232 -1.8905 1.4126
H 2.4006 -1.8975 -0.0533
H 1.0366 -2.9522 0.3318
H 2.8529 1.3203 0.9443
H -2.5155 0.5140 1.6962
H 3.2852 2.5875 -0.1292
H 0.9529 -0.1676 -0.5058
H 1.9049 1.7358 -1.5996
*
```